The following is a quantum chemistry calculation of 2 unconnected molecules or ions with the total composition C4H9P, from the OMol25 dataset.

Values from the calculation:
* HOMO: -0.326 Ha
* energy: -13578.27761 eV

The geometry in ORCA input format:
```
! wB97M-V def2-TZVPD RIJCOSX def2/J DEFGRID3
* xyz 0 1
H -1.6625 -1.9652 0.8178
H 3.1066 -0.1665 -0.4012
H -0.5398 -0.3538 -0.2734
H 2.1871 2.3308 1.0864
P -3.0893 -1.9208 0.7147
H 2.9862 1.0068 -1.7325
C -0.2827 0.5202 -0.6805
C 1.1215 0.8822 -0.3514
C 2.5156 0.6651 -0.6902
H -0.4299 0.3102 -1.8468
H -1.0082 1.1257 -0.2936
C 1.9278 1.7191 0.2828
H -3.4977 -1.0734 1.9050
H -3.3347 -3.0805 1.4627
*
```



The following is a quantum chemistry calculation of 2 unconnected molecules or ions with the total composition C4H9P, from the OMol25 dataset.

Values from the calculation:
* HOMO: -0.340 Ha
* energy: -13578.58209 eV

The geometry in ORCA input format:
```
! wB97M-V def2-TZVPD RIJCOSX def2/J DEFGRID3
* xyz 0 1
H -0.2203 1.6017 1.9773
H 0.9227 0.7309 -0.8792
H 1.4863 -1.2144 0.0476
C -0.5533 1.8856 1.0230
C -0.3938 0.6054 0.1615
H -1.6218 2.2962 1.1471
H 0.8239 -2.4343 1.0100
H 0.4413 -2.4726 -0.6527
C 0.6584 -1.8230 0.1421
H 0.1733 2.4444 0.5397
C -0.4891 -0.8130 0.5924
H -0.9012 -0.9719 1.5958
P -1.7989 -0.3547 -0.5499
H -1.2214 -0.6081 -1.8384
*
```



The following is a quantum chemistry calculation of C4H9PS in the gas phase, from the OMol25 dataset.

Values from the calculation:
* HOMO (alpha / beta): -0.288 / -0.277 Ha
* energy: -24414.67943 eV

The geometry in ORCA input format:
```
! wB97M-V def2-TZVPD RIJCOSX def2/J DEFGRID3
* xyz 0 1
P -0.6971 1.1282 0.3556
H 2.6987 0.8701 1.3735
H 3.2372 0.4343 -0.3479
S -1.9356 -0.5742 0.2813
H -3.1175 0.4310 -1.5748
H -3.6145 1.2161 0.0060
C 1.1901 0.1615 0.0131
H 1.9745 -1.7393 -0.5095
H 0.3584 -1.8094 -0.0761
H -4.3503 -0.2742 -0.4238
H 2.5439 1.9110 -0.2895
C -3.4864 0.3072 -0.5365
C 1.3195 -1.3320 0.2200
C 2.4225 0.9912 0.2767
H 1.4565 -1.7214 1.2320
*
```



The following is a quantum chemistry calculation of 2 unconnected molecules or ions with the total composition C4H9S, from the OMol25 dataset.

Values from the calculation:
* HOMO: -0.079 Ha
* energy: -15127.67426 eV

The geometry in ORCA input format:
```
! wB97M-V def2-TZVPD RIJCOSX def2/J DEFGRID3
* xyz -1 1
H 1.2817 2.1316 -1.3792
H 0.9396 3.8962 -0.9625
H -2.5592 -1.2561 -0.1571
C -1.8728 -2.1328 -0.4896
H -0.5424 1.0325 1.5432
H 1.0804 3.2230 1.4511
H 0.0117 0.7947 -0.1667
C 1.1487 2.9003 -0.6231
H 0.9403 0.3115 1.2348
H -2.3305 -2.4674 -1.4735
C 0.9917 2.5014 0.6596
S -0.0400 -1.9644 -0.1614
C 0.2779 1.1053 0.8245
H -2.1084 -3.0162 0.1098
*
```



The following is a quantum chemistry calculation of a molecular structure, C4HAlLiO2, from the OMol25 dataset.

Values from the calculation:
* HOMO (alpha / beta): -0.672 / -0.667 Ha
* energy: -15038.21092 eV

The geometry in ORCA input format:
```
! wB97M-V def2-TZVPD RIJCOSX def2/J DEFGRID3
* xyz 2 2
C 1.1726 0.2447 0.0645
C 0.2907 -0.8505 -0.1069
H -1.0174 -1.7925 0.4590
O -1.7124 0.3416 -0.4125
C 2.4447 0.4837 0.0215
Al -0.3091 1.5404 0.1647
O 3.5729 0.7981 -0.1117
Li -3.3922 0.0781 0.2404
C -1.0497 -0.8436 -0.3190
*
```



The following is a quantum chemistry calculation of 2 unconnected molecules or ions with the total composition C4HBr2F8N, from the OMol25 dataset.

Values from the calculation:
* HOMO: -0.353 Ha
* energy: -167477.52450 eV

The geometry in ORCA input format:
```
! wB97M-V def2-TZVPD RIJCOSX def2/J DEFGRID3
* xyz 0 1
F 1.2475 -2.4646 1.3490
F -1.5614 1.9888 -0.9188
F 0.8169 2.2237 -1.5024
C -0.0008 -0.0357 1.0881
H 0.8576 0.2868 1.6805
F -2.2459 -0.0110 -0.5082
C -1.1985 0.6990 -0.9223
N -0.0295 0.5874 -0.1730
Br -1.3385 -2.9639 1.2769
F 1.8633 1.9495 0.3072
F 0.5389 -2.2883 -0.6134
Br -1.4670 0.1204 2.2836
C 1.1757 1.3221 -0.6663
C 0.2546 -2.0982 0.6377
F -0.9307 0.2990 -2.2208
F 2.0177 0.3851 -1.0979
*
```



The following is a quantum chemistry calculation of a molecular structure, C4HBrCrF12O13S4, from the OMol25 dataset.

Values from the calculation:
* HOMO (alpha / beta): 0.182 / 0.125 Ha
* energy: -205193.91193 eV

The geometry in ORCA input format:
```
! wB97M-V def2-TZVPD RIJCOSX def2/J DEFGRID3
* xyz -4 5
O 2.7001 18.8460 14.5488
O 5.2149 21.6767 17.0809
S 1.6537 19.7848 14.3164
C 0.0709 18.7143 14.1115
O 5.0598 19.5171 16.0900
F 9.4837 15.0625 16.8615
C 8.2704 15.0904 16.2334
F 7.7353 18.7915 13.3264
O 7.2287 20.6334 16.0148
Br 3.2870 17.4809 17.9770
S 7.4325 16.8632 16.7119
O 5.0813 17.7190 13.4186
O 7.1859 16.8340 18.1437
Cr 4.3534 17.6344 15.4336
F -0.9715 19.3653 13.5589
F 8.4373 14.9779 14.9466
F 0.2479 17.5975 13.4126
C 5.1943 21.5824 14.3745
O 5.0243 18.2121 11.0052
F 3.8989 21.7533 14.4167
F 5.7979 22.7972 14.1551
H 2.5336 16.2907 15.0203
O 8.4158 17.8286 16.2359
O 1.7754 20.5198 13.0515
F 5.5317 20.7912 13.3316
O 3.4087 15.8949 14.8658
F 7.4575 14.1197 16.6062
S 5.7644 20.8204 16.0180
F 7.6084 19.1161 11.2650
C 7.4822 18.2114 12.2177
O 1.3674 20.6784 15.4574
F -0.2314 18.3094 15.3660
F 8.3344 17.2140 11.9365
O 6.1777 16.8697 15.9593
S 5.6845 17.4972 12.1070
O 5.8050 16.0833 11.7212
*
```



The following is a quantum chemistry calculation of C4HClN2O in the gas phase, from the OMol25 dataset.

Values from the calculation:
* HOMO: -0.378 Ha
* energy: -21710.77647 eV

The geometry in ORCA input format:
```
! wB97M-V def2-TZVPD RIJCOSX def2/J DEFGRID3
* xyz 0 1
H -1.6979 1.5322 0.3080
C 1.3749 0.9954 -0.1258
C 0.2172 0.3644 -0.1982
N 2.5390 1.3339 0.0682
C -1.1965 0.6276 0.0018
N -1.9478 -0.4334 0.0844
Cl 1.6047 -2.0002 0.0123
O -1.1045 -1.4181 -0.1053
C 0.2108 -1.0016 -0.0452
*
```



The following is a quantum chemistry calculation of 2 unconnected molecules or ions with the total composition C4HF, from the OMol25 dataset.

Values from the calculation:
* HOMO (alpha / beta): -0.294 / -0.294 Ha
* energy: -6871.04857 eV

The geometry in ORCA input format:
```
! wB97M-V def2-TZVPD RIJCOSX def2/J DEFGRID3
* xyz 0 1
F 0.5802 -1.8263 1.6228
C 0.0209 1.6026 -0.6607
C -0.2521 0.3716 -0.6709
C -0.5846 -1.8060 1.0960
C -0.0735 -0.9418 -0.8921
H 0.3091 2.5999 -0.4951
*
```



The following is a quantum chemistry calculation of 2 unconnected molecules or ions with the total composition C4HF3N2O, from the OMol25 dataset.

Values from the calculation:
* HOMO (alpha / beta): -0.349 / -0.379 Ha
* energy: -17339.32581 eV

The geometry in ORCA input format:
```
! wB97M-V def2-TZVPD RIJCOSX def2/J DEFGRID3
* xyz 0 1
N 0.3052 0.5748 2.6392
F 3.3675 -0.0228 -1.4679
C 1.1627 -2.0002 0.3205
C 0.5277 -0.1428 1.7542
F 3.9084 -0.1302 0.6631
C 3.1439 0.4761 -0.2095
C 0.4568 -0.8183 0.5370
O -0.4404 -0.4889 -0.4156
N 1.4642 -3.0687 0.2111
F 3.0404 1.8687 -0.1926
H -0.8870 0.2259 -0.0742
*
```



The following is a quantum chemistry calculation of 2 unconnected molecules or ions with the total composition C4HF4I, from the OMol25 dataset.

Values from the calculation:
* HOMO: -0.355 Ha
* energy: -23130.60343 eV

The geometry in ORCA input format:
```
! wB97M-V def2-TZVPD RIJCOSX def2/J DEFGRID3
* xyz 0 1
F -1.8824 3.6565 -1.3068
C -2.8779 0.4919 1.4002
I -3.1895 -0.4696 -0.2834
F 0.0598 1.5401 -0.7355
C -2.6505 1.0718 2.4336
F -1.3471 4.5602 0.5523
C -0.2591 2.6083 -0.0436
H -2.4119 1.8762 3.1173
C -1.1306 3.5655 -0.2442
F 0.4432 2.5909 1.1143
*
```



The following is a quantum chemistry calculation of a gas-phase ion, C4HF4O5 (charge -1), from the OMol25 dataset.

Values from the calculation:
* HOMO: -0.165 Ha
* energy: -25271.16396 eV

The geometry in ORCA input format:
```
! wB97M-V def2-TZVPD RIJCOSX def2/J DEFGRID3
* xyz -1 1
O -1.7126 -0.5430 -1.7049
C 1.9822 -0.5726 1.3357
O -0.7524 1.1271 -3.1595
H 2.4755 -1.2360 0.5489
F -0.0628 0.6850 1.7976
C -1.3963 -0.6671 -0.3231
F 1.5265 -1.4675 2.3836
O -0.0810 -1.0339 0.1255
F 1.0134 1.0672 -0.2243
C -1.6720 0.8485 -2.1446
O -2.4342 1.7681 -1.6870
F 2.8475 0.4490 1.8468
O -2.3486 -0.4866 0.4907
C 0.6148 0.0617 0.7148
*
```



The following is a quantum chemistry calculation of C4HF7N2 in the gas phase, from the OMol25 dataset.

Values from the calculation:
* HOMO: -0.427 Ha
* energy: -26164.46204 eV

The geometry in ORCA input format:
```
! wB97M-V def2-TZVPD RIJCOSX def2/J DEFGRID3
* xyz 0 1
C -0.0334 -0.6229 1.5755
C -1.1093 -0.4568 -0.6401
F -1.3078 1.8471 0.9965
F 1.3868 -0.0444 -1.7031
N -0.1371 -1.0737 2.6157
C 1.4115 -0.3082 -0.3959
N -0.0309 1.5679 0.5472
F 2.4037 0.4026 0.1295
H 0.0478 2.0601 -0.3505
F -1.2525 0.3774 -1.6748
F -2.2626 -0.4816 0.0120
F 1.7128 -1.5972 -0.2491
F -0.8908 -1.6762 -1.1280
C 0.0618 0.0058 0.2653
*
```



The following is a quantum chemistry calculation of C4HNO in the gas phase, from the OMol25 dataset.

Values from the calculation:
* HOMO: -0.413 Ha
* energy: -7698.17919 eV

The geometry in ORCA input format:
```
! wB97M-V def2-TZVPD RIJCOSX def2/J DEFGRID3
* xyz 0 1
C 0.1888 -0.2509 -0.4966
O 0.1161 -1.8116 1.1744
H 0.6507 -2.3907 -0.6972
C -0.0434 0.9313 -0.5890
N -0.8092 2.9985 0.6399
C 0.3419 -1.6086 0.0059
C -0.4450 2.1320 -0.0374
*
```



The following is a quantum chemistry calculation of C4HNOS in the gas phase, from the OMol25 dataset.

Values from the calculation:
* HOMO: -0.359 Ha
* energy: -18533.17008 eV

The geometry in ORCA input format:
```
! wB97M-V def2-TZVPD RIJCOSX def2/J DEFGRID3
* xyz 0 1
C 1.4384 0.2030 0.1433
O -1.5960 1.5751 -0.0242
C 2.8041 -0.0010 0.1086
C -1.0942 0.3190 -0.1282
S -2.0159 -1.0335 0.0156
H -2.6527 1.3965 0.4385
N 3.8964 -0.3533 -0.0877
C 0.2519 0.3144 -0.1037
*
```



The following is a quantum chemistry calculation of C4N2 in the gas phase, from the OMol25 dataset.

Values from the calculation:
* HOMO: -0.419 Ha
* energy: -7124.29038 eV

The geometry in ORCA input format:
```
! wB97M-V def2-TZVPD RIJCOSX def2/J DEFGRID3
* xyz 0 1
C -1.6762 -1.1037 0.2687
N -2.4892 -1.8440 0.7711
N 2.6118 1.6836 -0.5644
C 1.7397 1.0140 -0.2586
C -0.6052 -0.2352 -0.0323
C 0.4192 0.4853 -0.1845
*
```